No. 1
# C48H40N8P2STi

A molecular structure, C48H40N8P2STi in a non-equilibrium geometry (ωB97M-V with the def2-TZVPD basis set, the OMol25 dataset).

Structure (XYZ):
```
100
Properties=species:S:1:pos:R:3:forces:R:3
Ti -0.8168 -0.5888 -0.8171 1.195 -0.836 -1.124
C -1.5887 2.2590 -4.0333 -0.051 0.288 -0.083
C -1.3172 1.0991 -3.3549 0.073 -0.069 0.398
N -1.2594 1.0631 -2.0082 -0.700 1.058 -0.901
C -1.5564 2.2001 -1.3656 0.001 0.001 0.313
C -1.7571 3.3816 -2.0762 -0.023 0.368 -0.161
N -1.7639 3.4220 -3.3957 -0.053 -0.012 0.191
C -1.7531 2.0275 0.0747 0.214 -0.567 0.015
C -2.3353 2.9320 0.9230 -0.216 0.402 0.394
C -2.7115 2.5475 2.2208 -0.087 0.339 0.017
C -2.5375 1.2086 2.5757 -0.202 -0.013 0.291
C -1.9286 0.3352 1.7077 0.182 0.046 -0.495
N -1.4609 0.7525 0.4867 -0.500 0.635 0.822
C -1.7873 -1.1101 1.9046 0.191 0.123 0.001
C -2.1509 -1.8027 3.0582 -0.041 -0.191 0.283
N -2.0529 -3.1181 3.1634 0.017 0.176 -0.164
C -1.5787 -3.7769 2.0972 -0.077 -0.022 0.366
C -1.1959 -3.1195 0.9528 0.165 0.362 -0.106
N -1.2816 -1.7777 0.8518 -0.642 -0.821 0.899
C -3.3339 3.5127 3.1682 0.156 -0.238 -0.209
C -4.1146 4.5707 2.7189 -0.104 0.087 -0.177
C -4.6759 5.4357 3.6483 0.050 -0.037 0.396
N -4.5082 5.3080 4.9705 0.216 -0.312 -0.316
C -3.7531 4.2876 5.3954 -0.224 0.282 -0.139
C -3.1505 3.3749 4.5397 0.107 -0.131 0.164
H -1.6514 2.2700 -5.1156 0.020 -0.002 0.066
H -1.1241 0.1811 -3.8744 0.089 -0.293 -0.129
H -1.9158 4.3197 -1.5533 0.004 -0.050 -0.056
H -2.5280 3.9434 0.5782 0.007 -0.136 0.091
H -2.9155 0.8488 3.5281 0.066 0.090 -0.132
H -2.5211 -1.2667 3.9268 0.009 -0.075 -0.061
H -1.5026 -4.8567 2.1710 -0.022 0.095 0.002
H -0.8155 -3.6526 0.0951 0.076 -0.040 -0.134
H -4.3213 4.7134 1.6602 0.029 0.004 0.201
H -5.2938 6.2672 3.3199 0.063 -0.094 0.056
H -3.6273 4.1979 6.4716 -0.011 0.036 -0.131
H -2.5251 2.5804 4.9457 -0.134 0.176 -0.058
C 2.7232 0.6466 -1.3188 -0.396 -0.153 0.254
C 2.0109 1.1541 -0.0447 0.194 -0.270 -0.432
P 1.4784 -0.3105 0.9037 0.987 -0.181 0.082
C 1.0253 0.3000 2.5565 -0.180 0.034 -0.015
C 0.7098 1.6335 2.7873 0.040 0.126 0.048
C 0.4367 2.0785 4.0762 -0.019 0.033 -0.016
C 0.4685 1.1874 5.1406 0.008 -0.077 0.035
C 0.7738 -0.1550 4.9160 -0.065 0.022 -0.064
C 1.0488 -0.5958 3.6278 -0.100 0.031 0.097
C 3.2070 -0.8907 1.3317 0.061 0.023 0.045
C 3.9529 -0.0035 2.1240 -0.001 -0.067 -0.010
C 5.2933 -0.2287 2.3919 -0.042 0.061 0.009
C 5.9290 -1.3533 1.8801 0.044 0.016 -0.017
C 5.2041 -2.2551 1.1228 -0.109 -0.038 -0.047
C 3.8550 -2.0283 0.8497 0.061 0.238 0.218
P 1.5917 -0.2310 -2.5257 0.475 -0.596 0.159
C 1.6972 -2.0949 -2.6153 -0.069 0.096 -0.185
C 1.4831 -2.9695 -1.5507 0.199 -0.169 -0.198
C 1.3774 -4.3469 -1.7355 -0.026 0.156 0.085
C 1.3921 -4.8796 -3.0119 -0.015 -0.058 -0.157
C 1.5150 -4.0203 -4.0974 -0.046 0.066 0.018
C 1.6718 -2.6516 -3.9029 0.102 -0.126 0.014
C 2.5611 0.1883 -4.0330 -0.364 0.147 0.027
C 2.0986 1.1419 -4.9328 -0.050 -0.003 -0.002
C 2.8829 1.5294 -6.0158 -0.136 0.062 0.061
C 4.1312 0.9656 -6.1995 0.141 -0.129 0.043
C 4.5980 0.0012 -5.3077 -0.066 0.029 0.079
C 3.8219 -0.3837 -4.2238 0.057 0.119 -0.120
H 3.6067 0.0582 -1.0952 0.166 -0.070 0.115
H 3.0451 1.5089 -1.8916 0.118 0.149 -0.164
H 1.1448 1.7471 -0.3316 -0.121 0.176 -0.025
H 2.6786 1.7691 0.5534 0.089 0.113 0.000
H 0.6841 2.3401 1.9630 0.029 -0.015 0.072
H 0.2095 3.1262 4.2473 0.027 -0.091 -0.007
H 0.2738 1.5371 6.1503 0.027 -0.045 -0.125
H 0.8104 -0.8525 5.7471 0.000 0.080 -0.098
H 1.3093 -1.6374 3.4592 0.015 0.061 0.025
H 3.4812 0.8747 2.5507 0.043 -0.014 -0.041
H 5.8437 0.4815 2.9990 -0.048 -0.061 -0.039
H 6.9833 -1.5205 2.0694 -0.094 -0.003 0.024
H 5.6834 -3.1448 0.7284 -0.061 0.074 0.038
H 3.3464 -2.7615 0.2618 -0.315 -0.224 -0.296
H 1.3975 -2.5827 -0.5577 0.113 0.147 0.505
H 1.2831 -5.0022 -0.8747 -0.027 0.079 -0.046
H 1.2944 -5.9499 -3.1655 0.037 0.139 0.017
H 1.4883 -4.4155 -5.1077 0.056 0.054 0.097
H 1.7909 -2.0174 -4.7706 -0.029 -0.030 -0.005
H 1.1237 1.5956 -4.7903 0.048 -0.013 -0.010
H 2.5132 2.2745 -6.7091 0.017 -0.018 0.026
H 4.7497 1.2750 -7.0330 -0.039 -0.044 0.020
H 5.5715 -0.4501 -5.4554 -0.032 0.040 0.010
H 4.1970 -1.1318 -3.5352 -0.016 -0.002 -0.008
S -1.5584 -2.4152 -2.5365 -0.268 -0.127 0.022
C -3.0071 -2.0941 -1.7466 0.558 -0.296 -0.586
N -4.0727 -2.9457 -1.7977 0.392 0.021 -0.285
C -5.1248 -2.8100 -0.9904 -0.615 -0.173 0.175
C -5.1889 -1.7320 -0.1623 -0.349 0.195 0.308
C -4.1536 -0.8005 -0.2482 -0.406 0.354 0.249
N -3.0866 -0.9787 -0.9898 -0.061 -0.448 -0.409
H -4.0207 -3.7150 -2.4546 0.082 -0.071 0.061
H -5.8907 -3.5753 -1.0480 0.048 0.095 -0.011
H -6.0252 -1.5868 0.5077 0.049 0.006 -0.116
H -4.2083 0.1336 0.3016 0.036 -0.061 0.112
```
Forces are in eV/Å.

Energy   -4221.15325 Ha
HOMO-LUMO gap (spin up / spin down)   5.09 / 6.66 eV
Total charge   +2
⟨S²⟩   2.03
HOMO (spin up / spin down)   -11.39 / -13.12 eV
2S+1   3
M   870.79 g/mol

No. 2
# C48H41AsCl3IrN2O4S3Sb

A molecular structure, C48H41AsCl3IrN2O4S3Sb (ωB97M-V with the def2-TZVPD basis set, the OMol25 dataset).

Structure (XYZ):
```
104
Properties=species:S:1:pos:R:3:forces:R:3
Ir -0.2389 -0.6999 0.4292 0.346 0.001 0.582
S -1.6331 -1.9642 1.8144 -0.015 0.005 0.029
C -3.0412 -2.3968 0.8342 -0.030 0.007 0.013
C -4.2615 -2.6965 1.4339 -0.006 -0.006 -0.014
C -5.3307 -3.1011 0.6502 0.004 0.004 0.003
C -5.2044 -3.2261 -0.7296 -0.003 -0.002 0.006
C -3.9929 -2.9335 -1.3360 0.015 0.016 -0.001
C -2.9320 -2.5014 -0.5505 -0.005 -0.012 0.048
As -1.1429 -2.1713 -1.1249 -0.055 0.046 -0.147
C -0.3389 -3.9252 -1.2272 0.000 0.002 0.026
C -0.0835 -4.6263 -0.0496 -0.006 0.010 0.015
C 0.3839 -5.9295 -0.1120 0.005 0.013 -0.009
C 0.5897 -6.5390 -1.3428 0.001 0.001 -0.001
C 0.3127 -5.8496 -2.5131 0.006 0.002 0.008
C -0.1577 -4.5436 -2.4597 0.030 0.003 -0.013
C -1.0838 -1.4850 -2.9137 0.055 0.024 0.009
C 0.1409 -1.5043 -3.5803 0.000 -0.036 -0.004
C 0.2219 -1.0397 -4.8825 -0.008 0.005 -0.021
C -0.9097 -0.5331 -5.5107 -0.004 0.009 -0.001
C -2.1191 -0.4818 -4.8352 0.012 -0.003 0.014
C -2.2110 -0.9605 -3.5342 -0.011 0.033 0.015
H -4.3701 -2.6081 2.5069 0.003 -0.004 0.001
H -6.2776 -3.3263 1.1232 0.001 -0.002 0.001
H -6.0427 -3.5601 -1.3258 0.000 0.005 0.000
H -3.8767 -3.0557 -2.4060 0.002 0.004 -0.004
H -0.2696 -4.1644 0.9123 0.021 0.014 0.000
H 0.5806 -6.4712 0.8037 0.001 0.000 -0.001
H 0.9560 -7.5561 -1.3881 -0.001 0.001 -0.001
H 0.4524 -6.3281 -3.4734 0.002 0.002 0.001
H -0.3853 -4.0244 -3.3809 -0.003 -0.004 -0.002
H 1.0257 -1.8985 -3.0915 0.000 0.005 0.000
H 1.1674 -1.0726 -5.4084 0.000 0.000 0.000
H -0.8438 -0.1668 -6.5267 -0.002 -0.001 0.000
H -2.9962 -0.0711 -5.3176 -0.002 0.001 0.001
H -3.1588 -0.9177 -3.0146 -0.007 0.000 0.012
Cl 3.4820 -4.0759 -1.2166 -0.029 -0.023 -0.022
C 3.6135 -3.2661 0.3550 -0.027 -0.031 0.040
Cl 3.7537 -4.4461 1.6568 -0.012 -0.006 0.002
Cl 4.9472 -2.1287 0.3719 0.023 -0.031 -0.049
C 2.3628 -2.5194 0.5494 0.059 0.037 0.205
N 1.3875 -1.9394 0.6731 -0.062 0.135 -0.265
C -1.5992 3.0296 4.1864 0.007 -0.024 -0.022
C -0.2257 2.5351 3.8307 -0.030 0.010 -0.019
C 0.8196 3.4270 3.6209 -0.012 -0.001 0.000
C 2.0836 2.9775 3.2704 -0.009 -0.002 0.023
C 2.3022 1.6173 3.1039 0.036 0.021 0.039
C 1.2775 0.7044 3.3270 -0.034 0.030 -0.063
C 0.0255 1.1695 3.6944 -0.020 -0.038 -0.040
S 3.8852 1.0518 2.5605 -0.058 0.060 0.029
O 4.8573 2.0178 2.9693 0.015 -0.058 0.003
O 3.9892 -0.3414 2.8872 -0.024 -0.019 0.030
N 3.8172 1.1106 0.9255 0.147 0.044 -0.059
C 3.6566 2.4183 0.2822 -0.080 -0.015 0.012
C 2.7144 2.2846 -0.9151 -0.028 0.001 -0.062
C 1.3378 1.8298 -0.4692 0.189 -0.073 0.377
O 0.4193 2.6330 -0.3424 -0.022 -0.031 0.045
O 1.2888 0.5668 -0.1729 -0.088 0.026 -0.617
H -1.5544 3.9924 4.6936 -0.001 0.008 -0.003
H -2.1198 2.3221 4.8309 0.002 -0.003 0.002
H -2.1997 3.1554 3.2820 -0.005 0.007 -0.033
H 0.6481 4.4890 3.7494 -0.002 0.003 0.008
H 2.9054 3.6721 3.1586 0.010 -0.004 0.014
H 1.4797 -0.3566 3.2460 0.010 -0.022 0.023
H -0.7717 0.4628 3.8898 -0.028 -0.036 -0.013
H 3.1385 0.4367 0.5855 0.025 -0.053 0.025
H 4.6254 2.7935 -0.0441 0.007 -0.037 -0.005
H 3.2411 3.1467 0.9826 0.005 0.025 -0.038
H 3.1163 1.5490 -1.6155 0.009 0.021 -0.008
H 2.6250 3.2452 -1.4188 -0.016 0.004 0.003
S -2.0222 0.7419 0.4798 -0.352 -0.076 -0.109
Sb -2.0850 2.5976 -0.9494 0.222 0.017 0.039
C -4.0699 2.3958 -1.6623 -0.037 -0.109 0.075
C -4.6440 1.1268 -1.6909 -0.084 0.041 0.065
C -5.9248 0.9529 -2.1970 -0.009 0.009 -0.004
C -6.6408 2.0453 -2.6658 0.001 -0.021 0.003
C -6.0763 3.3125 -2.6302 0.018 0.030 -0.001
C -4.7935 3.4893 -2.1311 0.085 0.020 -0.118
C -0.9717 2.9833 -2.6879 -0.109 0.044 -0.075
C -1.0939 4.2662 -3.2078 -0.029 -0.025 -0.026
C -0.3544 4.6283 -4.3266 0.009 -0.009 0.002
C 0.5045 3.7117 -4.9127 0.006 0.008 0.002
C 0.6193 2.4305 -4.3884 0.014 -0.022 0.009
C -0.1207 2.0588 -3.2763 -0.008 0.032 -0.019
C -2.1453 4.3633 0.1808 0.003 -0.013 -0.006
C -3.3619 4.7372 0.7456 0.012 -0.048 0.055
C -3.4371 5.8871 1.5191 -0.009 -0.002 0.005
C -2.3030 6.6591 1.7234 0.000 -0.001 0.003
C -1.0911 6.2823 1.1598 0.004 0.002 0.009
C -1.0036 5.1323 0.3893 -0.017 0.032 -0.027
H -4.1128 0.2764 -1.2790 0.024 -0.001 -0.008
H -6.3667 -0.0357 -2.2083 -0.007 0.005 0.001
H -7.6432 1.9121 -3.0507 0.002 -0.002 -0.005
H -6.6347 4.1672 -2.9886 -0.004 -0.004 -0.004
H -4.3632 4.4846 -2.1204 -0.010 0.004 0.038
H -1.7476 4.9965 -2.7432 0.007 0.002 0.000
H -0.4443 5.6282 -4.7299 0.002 0.002 -0.001
H 1.0895 3.9957 -5.7774 -0.001 0.000 -0.002
H 1.2933 1.7181 -4.8463 -0.004 -0.007 -0.003
H -0.0156 1.0614 -2.8650 -0.008 -0.002 -0.008
H -4.2503 4.1338 0.6001 -0.005 0.009 -0.033
H -4.3817 6.1766 1.9600 0.003 0.002 0.006
H -2.3631 7.5575 2.3235 0.000 0.000 0.004
H -0.2069 6.8847 1.3226 -0.002 0.008 -0.004
H -0.0566 4.8323 -0.0373 -0.021 0.001 0.011
```
Forces are in eV/Å.

Energy   -7419.51896 Ha
HOMO-LUMO gap   6.80 eV
Total charge   +1
HOMO   -10.29 eV
Relative energy (zero: lowest compared OMol25 entry of this formula, charge and spin)   0.380 eV
M   1301.32 g/mol

Question: Which formula does entry 2 have?
Answer: C48H41AsCl3IrN2O4S3Sb

Question: Which formula does entry 1 have?
Answer: C48H40N8P2STi

Question: The highest M belongs to which entry?
Answer: C48H41AsCl3IrN2O4S3Sb